C84H194N8O17 | wB97M-V/def2-TZVPD

```
303
Properties=species:S:1:pos:R:3:forces:R:3:mulliken_charge:R:1
C 19.073 10.030 16.143 0.83 -0.23 -0.59 -0.566
O 18.459 11.031 16.884 -0.98 0.99 0.46 -0.335
H 19.216 10.313 15.062 0.09 -0.11 0.89 0.152
H 20.060 9.808 16.625 -0.77 -0.46 -0.74 0.272
H 18.354 9.205 16.154 0.58 -0.28 0.03 0.235
H 19.099 11.598 17.309 0.28 0.17 0.00 0.220
C 14.463 15.341 16.304 0.10 0.86 -1.25 -0.313
O 13.440 15.932 17.052 -0.36 -0.11 0.59 -0.422
H 14.200 15.253 15.236 0.03 0.15 0.14 0.320
H 15.387 15.929 16.382 -0.06 -0.51 -0.16 -0.175
H 14.595 14.346 16.646 0.32 -0.87 0.57 0.596
H 13.316 16.842 16.775 -0.25 0.23 -0.29 0.063
C 20.446 23.375 19.727 1.31 0.38 0.73 -0.085
O 20.790 23.397 21.132 -0.72 0.23 0.49 -0.634
H 21.056 22.581 19.268 -0.31 0.10 0.18 0.130
H 19.411 23.145 19.618 -0.77 -0.01 -0.39 0.027
H 20.740 24.321 19.211 -0.50 -0.47 0.51 0.272
H 20.033 23.569 21.769 1.14 -0.28 -1.48 0.302
C 19.862 20.568 10.068 -0.54 -0.35 -0.39 -0.335
O 18.488 20.155 10.035 -0.17 -0.63 0.73 -0.444
H 20.329 20.112 10.979 -0.29 0.07 -1.08 -0.087
H 20.313 20.268 9.087 0.24 0.32 1.13 0.385
H 19.871 21.640 10.226 0.42 0.30 -0.21 0.330
H 18.029 20.409 9.230 0.35 0.18 -0.01 0.225
C 21.385 11.718 19.896 1.37 -0.33 -0.75 -0.419
O 22.497 12.230 20.626 -0.32 -0.57 0.35 -0.485
H 21.186 10.798 20.396 -0.78 -0.73 0.20 0.466
H 20.579 12.424 19.967 -0.71 0.10 -0.25 -0.088
H 21.681 11.486 18.827 -0.51 0.38 1.10 0.293
H 22.950 12.753 19.993 0.92 1.07 -0.76 0.142
C 21.998 20.292 22.225 1.01 1.14 -0.48 -0.372
O 20.919 20.507 21.357 -0.26 -1.51 -0.77 -0.188
H 22.963 20.289 21.697 -0.24 -0.20 -0.17 0.207
H 22.074 21.156 22.876 0.01 -0.13 0.66 0.406
H 21.899 19.365 22.739 -0.16 -0.66 0.63 -0.203
H 20.592 21.379 21.507 -0.32 1.23 -0.01 0.125
C 10.549 14.936 21.325 -0.33 -0.06 -0.65 -2.174
C 12.021 15.361 21.436 -0.41 1.58 -1.50 2.723
C 12.449 16.066 20.146 -1.54 0.10 -1.88 -1.976
C 13.777 16.744 20.245 0.43 0.60 1.02 2.326
C 13.704 17.809 21.381 0.10 -2.01 -0.01 -2.179
C 13.317 17.156 22.727 -0.87 -0.49 -0.29 2.047
N 12.061 16.415 22.428 -0.24 -0.34 2.37 -0.190
O 11.734 15.689 23.678 -0.03 0.93 -0.24 -0.471
C 14.455 16.256 23.202 -1.13 -0.34 -0.85 -1.581
C 13.073 18.188 23.861 0.49 0.54 -1.04 -1.805
C 12.886 14.156 21.620 -1.23 -1.98 -0.40 -1.644
H 10.088 14.654 22.264 0.31 -0.21 0.30 0.470
H 10.505 14.046 20.673 -0.26 0.48 0.02 0.322
H 9.907 15.756 20.943 0.54 -0.43 -0.12 0.429
H 12.390 15.358 19.295 0.35 0.12 0.49 0.402
H 11.697 16.859 19.798 0.70 -0.86 0.91 0.188
H 14.021 17.237 19.332 -0.09 0.56 -0.87 0.017
H 14.649 16.085 20.357 -0.51 -0.16 0.38 -0.791
H 13.014 18.562 21.101 -0.90 0.80 -0.20 0.444
H 14.658 18.251 21.467 1.25 0.73 0.32 0.468
H 14.873 15.755 22.352 0.64 -0.17 -0.19 -0.408
H 15.122 16.928 23.625 1.82 0.88 0.83 0.870
H 14.170 15.516 23.930 -0.35 -0.14 0.33 0.271
H 12.158 18.801 23.752 0.45 -0.33 -0.21 0.415
H 13.058 17.719 24.838 0.00 -0.18 0.08 0.393
H 13.978 18.842 23.797 -0.78 -0.15 0.33 0.269
H 12.602 13.676 22.557 0.16 -0.20 0.03 0.583
H 13.942 14.292 21.608 0.57 0.21 -0.18 -0.053
H 12.591 13.452 20.772 0.61 0.68 1.07 0.401
H 10.875 16.077 23.876 0.03 -0.09 0.22 0.366
C 15.348 24.127 13.558 -0.48 -0.75 1.08 -0.973
C 15.824 25.158 14.630 -1.03 -0.31 -1.42 1.845
C 14.716 25.342 15.644 0.53 -1.47 2.59 -1.807
C 14.743 24.255 16.780 0.25 -0.10 -0.78 0.901
C 16.211 24.053 17.302 -1.74 1.77 1.38 -1.328
C 17.184 23.754 16.180 0.03 -1.55 0.47 3.009
N 17.140 24.855 15.229 -0.80 -0.06 0.62 0.046
O 18.043 24.502 14.214 -0.28 -1.13 -0.80 -0.515
C 18.582 23.771 16.761 0.80 0.39 0.42 -1.884
C 16.928 22.312 15.571 -1.24 1.15 0.93 -1.199
C 16.001 26.509 14.020 1.34 1.16 -0.47 -2.055
H 15.308 23.115 13.999 0.02 0.66 -0.37 -0.144
H 15.995 24.050 12.713 0.57 0.17 -0.58 0.428
H 14.322 24.306 13.208 0.29 0.41 0.12 0.401
H 14.936 26.155 16.289 0.43 1.63 0.05 0.459
H 13.736 25.560 15.220 0.12 -0.44 -0.26 0.489
H 14.349 23.320 16.408 0.07 -0.47 -0.13 -1.343
H 14.068 24.532 17.597 0.21 0.15 -0.06 0.822
H 16.164 23.234 18.048 0.36 0.27 -0.44 0.315
H 16.478 25.031 17.925 -0.16 -1.89 -1.45 0.222
H 19.342 23.632 15.991 -0.11 -0.04 -0.17 0.401
H 18.717 24.819 17.136 0.21 -1.04 0.25 0.697
H 18.765 22.956 17.500 -0.40 0.88 -0.24 -0.632
H 17.493 22.231 14.689 0.79 -0.36 -1.17 1.199
H 17.162 21.524 16.260 0.64 -0.20 0.62 0.138
H 15.883 22.087 15.328 0.20 0.37 0.04 -1.319
H 16.780 26.487 13.243 -0.19 0.10 0.13 0.420
H 16.316 27.209 14.807 0.09 -0.18 -0.22 0.453
H 15.134 26.954 13.576 -0.80 -0.12 -0.34 0.396
H 18.521 25.277 13.968 0.47 1.05 0.06 0.402
C 18.056 13.231 23.600 1.11 -0.85 0.88 -1.277
C 17.778 11.736 23.312 0.92 -0.91 1.10 1.968
C 16.672 11.285 24.225 -1.68 0.31 -1.52 -1.654
C 15.322 11.831 23.685 0.23 -0.90 0.04 0.151
C 15.104 11.414 22.223 -1.85 -0.13 1.08 -1.514
C 16.276 11.763 21.306 -1.88 1.50 1.46 2.153
N 17.420 11.228 21.949 1.40 0.30 0.67 -0.241
O 18.516 11.510 21.080 0.36 -0.28 -0.21 0.106
C 15.920 11.038 20.095 0.03 -1.33 -2.40 -2.310
C 16.423 13.287 21.003 0.18 -0.73 -2.35 -0.477
C 19.052 10.940 23.660 0.24 1.03 0.55 -1.914
H 17.176 13.830 23.671 -0.55 0.48 -0.20 -0.037
H 18.744 13.585 22.856 0.29 0.59 -0.39 0.138
H 18.570 13.325 24.615 -0.58 -0.31 -1.28 0.532
H 16.581 10.206 24.208 0.20 -0.35 0.12 0.334
H 16.764 11.625 25.234 0.51 0.21 0.71 0.457
H 15.279 12.896 23.730 -0.08 0.90 0.45 -0.389
H 14.614 11.386 24.388 -0.62 0.36 -0.43 0.573
H 14.144 11.797 21.746 1.15 -0.03 0.87 0.271
H 14.898 10.322 22.292 0.65 0.39 -0.55 0.498
H 14.988 11.447 19.706 -0.12 -0.06 0.00 0.375
H 16.643 11.159 19.280 0.06 -0.20 0.09 0.373
H 15.745 9.962 20.311 0.30 0.58 -0.26 0.515
H 15.771 13.637 20.159 -0.05 -0.40 1.00 0.462
H 16.363 13.936 21.836 -0.25 0.59 0.76 -0.762
H 17.409 13.404 20.523 -0.08 0.02 0.51 0.252
H 18.860 9.881 23.618 0.03 -0.40 -0.21 0.437
H 19.474 11.183 24.654 -0.56 -0.04 -0.25 0.401
H 19.809 11.255 22.959 0.44 -0.32 -0.28 0.265
H 18.711 10.635 20.728 0.22 0.08 -0.05 0.286
C 18.038 13.256 10.998 0.70 0.13 0.68 -1.602
C 17.662 14.531 11.819 -0.18 -1.01 0.14 1.242
C 17.216 14.068 13.282 0.73 1.40 -0.90 -0.779
C 18.391 13.769 14.247 -0.50 -0.36 -0.22 -0.615
C 19.272 14.996 14.223 0.20 0.47 -0.07 1.735
C 19.811 15.383 12.810 0.79 -0.87 0.53 1.658
N 18.675 15.593 11.911 -0.49 -0.28 0.84 0.934
O 19.093 15.875 10.594 0.72 1.25 -0.35 -0.632
C 20.525 16.713 13.016 1.08 -0.43 0.78 -1.064
C 20.808 14.271 12.320 -1.00 0.08 1.05 -2.121
C 16.475 15.160 11.113 0.10 0.75 2.09 -1.888
H 18.665 12.611 11.646 -0.02 0.21 -0.81 0.335
H 18.465 13.433 9.988 0.02 0.07 0.87 0.296
H 17.120 12.710 10.848 -0.39 -0.23 -0.08 0.496
H 16.553 14.917 13.616 0.62 -1.03 0.25 -0.297
H 16.662 13.169 13.123 -0.83 -0.47 0.02 0.617
H 18.882 12.796 14.002 -0.12 0.83 -0.16 -0.134
H 18.026 13.591 15.269 -0.14 0.18 -0.24 0.667
H 20.139 14.947 14.924 -0.59 0.00 -0.47 -0.688
H 18.607 15.826 14.548 0.56 -0.26 -0.03 -1.270
H 20.882 17.137 12.115 0.87 0.04 -1.24 1.021
H 19.860 17.489 13.336 -0.59 0.15 0.83 -0.563
H 21.400 16.599 13.735 -1.13 0.21 -0.83 0.090
H 21.723 14.289 12.904 0.37 0.40 -0.16 0.420
H 20.388 13.297 12.577 -0.07 0.01 -0.28 0.286
H 20.977 14.301 11.258 0.24 0.18 -0.34 0.410
H 16.107 15.970 11.753 -0.20 -0.08 -0.18 0.196
H 15.701 14.464 10.945 -0.96 -0.86 -0.17 0.465
H 16.775 15.594 10.214 0.47 0.55 -1.62 0.479
H 19.124 16.863 10.549 -0.20 -1.16 0.04 0.334
C 19.613 17.698 16.781 1.98 -0.38 -0.37 0.806
C 18.885 18.647 17.705 -0.13 -0.97 1.58 3.507
C 17.385 18.637 17.499 0.35 -0.74 -0.12 -0.539
C 16.796 17.301 17.940 -1.12 -0.78 -0.21 1.455
C 17.027 17.009 19.417 0.47 -0.49 -0.31 -0.720
C 18.550 16.949 19.753 -1.37 0.58 -1.20 2.726
N 19.074 18.185 19.153 0.58 1.34 0.45 0.831
O 20.465 18.307 19.471 -0.20 -1.19 -0.75 -0.508
C 18.633 16.966 21.273 1.52 -0.91 0.69 -1.069
C 19.194 15.700 19.199 0.48 0.22 -1.13 -0.531
C 19.440 20.049 17.668 0.41 0.35 -0.30 -1.284
H 19.866 17.991 15.744 -0.29 0.65 0.51 -0.767
H 19.130 16.752 16.642 -0.53 -0.44 0.16 -1.107
H 20.591 17.469 17.279 -0.62 0.18 -0.52 -0.273
H 16.959 19.480 18.028 -0.32 0.09 0.43 0.485
H 17.186 18.811 16.455 -0.17 0.00 -0.51 -1.028
H 17.192 16.410 17.425 0.20 0.62 -0.42 -0.569
H 15.712 17.256 17.664 0.70 0.28 0.63 -0.810
H 16.577 16.029 19.721 0.18 0.93 -0.17 -0.661
H 16.622 17.859 19.953 -0.30 -0.09 0.59 0.179
H 18.028 17.785 21.675 0.04 -0.32 0.13 0.052
H 18.333 15.934 21.647 -0.15 1.38 -0.27 -0.659
H 19.696 17.066 21.648 -1.08 0.16 -0.53 0.140
H 18.933 14.874 19.793 -0.35 -1.27 0.88 0.287
H 18.893 15.452 18.160 0.26 0.28 0.59 -0.580
H 20.280 15.815 19.258 0.00 0.05 -0.10 -0.170
H 20.523 20.043 17.832 -0.29 0.00 -0.04 0.251
H 18.978 20.663 18.445 -0.02 -0.06 -0.01 0.700
H 19.245 20.508 16.694 -0.03 -0.04 -0.02 -0.557
H 20.491 19.010 20.109 0.09 0.95 0.75 0.188
C 23.295 20.496 16.745 0.08 0.78 0.61 -1.421
C 24.038 21.584 15.942 -0.64 0.30 0.26 2.219
C 25.213 20.973 15.233 0.69 -1.48 -0.64 -1.411
C 24.774 19.979 14.115 0.22 0.61 1.04 -0.051
C 23.924 20.732 13.118 0.25 0.11 -0.31 -1.440
C 22.791 21.581 13.740 0.17 -1.68 0.97 1.941
N 23.289 22.313 14.887 1.23 -1.30 -0.98 0.249
O 22.387 23.258 15.287 -1.64 0.09 1.75 -0.438
C 22.412 22.557 12.708 -0.48 0.39 -0.96 -2.179
C 21.539 20.706 14.047 -1.06 -0.13 1.06 -0.649
C 24.535 22.736 16.782 -1.24 0.01 1.68 -2.004
H 23.111 19.573 16.234 -0.03 -0.43 -0.46 -0.002
H 22.362 20.812 17.184 -0.63 0.49 -0.26 -0.080
H 23.847 20.278 17.653 0.60 -0.21 0.05 0.707
H 25.840 21.743 14.750 -0.33 -0.10 0.26 0.347
H 25.879 20.404 15.921 -0.50 0.51 -0.07 0.442
H 24.241 19.092 14.506 0.29 0.43 -0.02 -0.213
H 25.725 19.655 13.714 -0.01 -0.44 -0.62 0.493
H 23.416 20.040 12.462 -0.07 -0.31 -0.41 0.412
H 24.582 21.352 12.460 -0.53 -0.17 0.64 0.369
H 23.272 23.177 12.524 0.13 0.61 -0.17 0.609
H 22.192 21.993 11.801 -0.19 0.21 -0.19 0.377
H 21.551 23.128 13.030 -0.14 0.30 -0.22 0.247
H 21.638 19.630 14.320 0.45 0.68 -0.34 -0.119
H 20.849 21.111 14.838 0.96 0.01 -0.26 -0.534
H 20.868 20.797 13.210 -0.19 -0.44 -0.70 0.471
H 25.387 22.531 17.418 0.17 -0.30 0.06 0.418
H 23.715 23.183 17.413 0.86 -0.44 -0.58 0.192
H 24.768 23.414 16.012 0.73 1.45 -0.38 0.567
H 21.689 22.829 15.864 0.76 0.39 -0.76 0.337
C 26.080 15.194 24.104 -1.11 -0.56 -1.81 -1.987
C 24.645 14.661 23.626 1.05 0.94 0.40 1.614
C 24.320 13.403 24.437 0.76 0.61 0.49 -1.541
C 22.863 12.989 24.283 0.75 -1.16 0.40 -0.022
C 22.019 14.163 24.740 0.79 -1.72 -0.20 -1.466
C 22.205 15.329 23.845 -0.58 0.84 -0.53 2.492
N 23.644 15.674 24.003 -0.17 0.86 -0.27 0.121
O 23.955 16.946 23.380 -0.08 -1.57 -1.83 -0.479
C 21.617 15.042 22.430 3.22 0.02 -0.24 -0.164
C 21.349 16.420 24.470 -1.50 0.78 -1.03 -1.290
C 24.699 14.363 22.091 2.48 -0.15 1.75 -1.394
H 26.248 15.181 25.163 -0.23 -0.12 0.53 0.415
H 26.275 16.194 23.722 -0.18 0.07 0.07 0.340
H 26.789 14.541 23.596 0.28 -0.11 0.27 0.438
H 25.119 12.694 24.187 -0.51 -0.38 -0.07 0.421
H 24.503 13.676 25.516 -0.28 -0.29 -0.92 0.370
H 22.678 12.153 24.998 0.03 0.27 -0.74 0.409
H 22.586 12.665 23.238 0.41 0.19 1.13 0.010
H 22.325 14.501 25.722 -0.09 -0.29 0.47 0.528
H 21.052 13.714 24.751 -1.32 0.60 0.11 -0.162
H 22.068 15.695 21.652 -0.31 -0.27 0.39 0.209
H 21.719 14.010 22.115 0.29 -0.07 -0.09 -0.428
H 20.616 15.223 22.477 -2.78 0.68 0.02 -0.320
H 21.418 17.393 23.964 0.18 -0.28 0.11 -0.302
H 20.259 16.141 24.428 0.92 -0.01 -0.22 0.219
H 21.517 16.554 25.509 0.68 0.20 0.99 0.512
H 23.790 14.043 21.731 -1.92 -1.01 -0.75 0.181
H 25.496 13.595 21.924 -0.76 0.51 0.01 0.434
H 24.986 15.221 21.515 0.34 0.65 -0.30 0.475
H 24.116 16.701 22.405 -0.41 0.76 1.80 0.416
C 11.136 18.916 13.095 2.06 -1.41 0.65 -2.090
C 12.103 19.662 14.000 0.50 0.71 0.81 1.770
C 11.915 21.164 13.695 -0.89 -0.68 0.10 -2.045
C 12.488 22.069 14.750 0.34 1.02 0.05 1.315
C 12.022 21.712 16.170 0.81 0.95 -1.15 -1.483
C 12.391 20.256 16.473 -0.35 0.72 0.24 2.596
N 11.711 19.442 15.425 0.60 0.70 -0.70 -0.238
O 11.919 18.065 15.700 -0.88 -0.62 0.02 -0.335
C 13.943 20.053 16.682 -0.91 2.36 -0.47 -0.130
C 11.666 19.966 17.748 -0.75 -2.33 1.42 -2.580
C 13.518 19.206 13.618 1.11 1.43 0.89 -1.372
H 11.435 19.224 12.106 -0.52 -0.05 -0.58 0.449
H 10.182 19.231 13.393 -1.69 0.07 -0.05 0.607
H 11.315 17.806 13.192 -0.49 1.06 -0.19 0.335
H 12.412 21.298 12.735 -0.14 0.41 -0.16 0.528
H 10.819 21.374 13.580 0.79 -0.18 -0.01 0.337
H 12.162 23.107 14.528 0.43 -0.39 0.06 0.770
H 13.588 22.030 14.663 -0.38 0.18 0.20 -1.222
H 10.942 21.929 16.197 0.20 -0.61 0.26 0.423
H 12.492 22.422 16.894 -0.24 -0.76 -0.36 0.406
H 14.140 19.019 16.816 0.42 -0.95 0.23 0.122
H 14.508 20.465 15.812 -0.32 -0.55 0.75 -1.115
H 14.244 20.664 17.583 -0.27 -0.85 -0.80 0.595
H 11.989 19.009 18.168 0.44 -0.04 0.18 0.357
H 11.689 20.664 18.572 0.54 0.66 -0.13 0.362
H 10.613 19.724 17.615 -0.24 0.48 -0.56 0.548
H 13.819 18.302 14.107 -0.20 -0.83 0.10 0.215
H 14.396 19.892 13.821 -1.25 -0.19 -0.08 -0.208
H 13.505 19.098 12.562 0.27 -0.45 -1.02 0.872
H 11.025 17.704 15.507 0.99 0.04 0.47 0.303
C 23.492 15.858 17.112 1.08 -1.03 0.31 -0.764
C 22.845 14.501 16.891 -0.91 -0.19 -0.39 0.144
O 22.233 13.946 18.068 0.67 -0.07 0.10 -0.255
H 23.657 16.332 16.160 0.44 0.18 -0.44 0.345
H 24.457 15.722 17.687 -0.95 0.21 -0.79 0.355
H 22.899 16.523 17.672 -1.02 0.83 0.80 -0.021
H 23.669 13.866 16.560 -0.34 -0.54 0.27 0.439
H 22.048 14.428 16.095 0.91 0.67 0.45 -0.312
H 21.640 14.597 18.470 0.15 -0.01 -0.27 0.091
C 16.995 21.242 22.766 -2.22 0.40 0.87 -0.956
C 17.733 22.534 22.623 -1.86 0.97 -0.83 0.312
O 19.024 22.526 23.085 1.64 -0.26 1.33 -0.563
H 16.005 21.447 22.294 0.56 -0.50 0.05 0.327
H 16.697 21.007 23.826 0.70 0.17 -0.79 0.443
H 17.459 20.401 22.303 0.43 -0.61 -0.35 0.098
H 17.081 23.334 23.093 0.86 -0.53 -0.28 0.278
H 17.802 22.800 21.542 -0.10 -0.15 0.59 -0.195
H 19.118 21.992 23.898 -0.18 0.45 -0.58 0.310
C 16.924 18.044 13.645 0.60 -1.29 0.81 0.173
C 17.719 19.301 13.770 0.00 -0.05 0.76 3.378
O 17.270 20.206 12.818 -0.28 1.43 0.05 -0.768
H 17.379 17.346 12.934 -0.26 0.17 -0.08 -0.092
H 15.929 18.326 13.358 -0.48 -0.14 -0.15 0.499
H 16.894 17.508 14.614 -0.12 0.10 -0.30 -0.586
H 18.796 19.113 13.704 0.06 0.14 0.01 -1.386
H 17.529 19.756 14.752 0.16 0.07 -0.28 -1.346
H 17.639 20.022 11.964 0.36 -0.18 -0.92 0.285
```
Forces are in eV/Å.

**Total charge**: 0
**HOMO-LUMO gap**: 8.652 eV
**HOMO energy**: -8.3 eV